# 1
ORCA calculation (wB97M-V/def2-TZVPD) on C21H28F5O2Y as an isolated structure at a distorted geometry.

Geometry as XYZ:
```
57
Properties=species:S:1:pos:R:3:forces:R:3:mulliken_charge:R:1
Y -0.0607 -0.6499 -1.5280 -1.38 3.72 -0.03 0.941
F 2.4205 3.0540 0.8633 1.17 -0.96 -0.64 -0.262
F 1.1571 0.4828 1.4661 0.31 0.75 0.05 -0.370
F 0.4302 1.9871 -0.0823 0.03 0.79 0.49 -0.270
F 2.9856 2.1421 -1.0981 0.18 0.03 1.48 -0.249
F 3.7329 1.2305 0.8116 -0.86 1.02 -0.73 -0.254
O 0.8551 3.0890 -4.7190 -2.60 -0.96 1.29 -0.347
O 0.4605 -0.7259 -5.4395 0.60 0.32 -2.47 -0.210
C -1.6976 -0.9890 0.3798 -0.76 0.24 -0.28 -0.389
C -2.8416 -0.2715 -1.4977 0.29 -0.39 0.40 -0.956
C 0.5683 -2.9049 -1.0915 1.27 -0.38 -0.09 -0.691
C 1.1739 -2.0597 -0.0904 1.07 -0.91 -0.64 -0.436
C 1.4057 0.9989 0.2050 -1.13 -0.17 -1.83 -0.002
C 2.1596 -1.2366 -0.7584 1.32 -2.11 0.69 -0.616
C 0.6979 0.4755 -6.2393 0.10 1.20 -0.30 -0.308
C 0.8589 4.4814 -4.3741 0.67 0.12 -0.11 -0.441
C -0.6138 -2.3099 -6.9786 -0.13 0.13 0.22 -1.746
C 2.2102 -1.6193 -2.1175 -0.19 -0.68 0.22 -0.560
C -2.3919 0.8765 -0.7915 0.47 -0.18 -0.28 -0.326
C -1.4421 3.7034 -4.7266 1.16 1.08 -0.28 -0.671
C 0.7858 -0.1452 -7.6414 -0.20 -0.43 1.64 -1.039
C -1.6290 0.4323 0.3204 -0.91 -0.40 0.53 -0.722
C 2.6760 1.8704 0.2147 -0.75 -0.29 0.26 0.799
C -0.4908 2.6379 -4.2271 0.57 0.12 0.18 -0.086
C 1.2111 -2.6250 -2.3434 0.31 -0.67 0.56 -0.342
C -2.4541 -1.4347 -0.7565 0.13 0.57 0.11 -0.550
C 0.6291 -1.4491 -6.7354 -0.59 -1.23 -1.33 1.552
C -0.6293 4.9283 -4.2796 0.04 -0.38 1.30 -0.700
C 1.8829 -2.3108 -6.7572 0.03 -0.08 0.15 -1.423
H 1.9503 -2.9414 -7.6665 -0.26 0.43 0.40 0.378
H -0.4708 2.5823 -3.1104 0.01 0.10 -0.63 -0.102
H 2.7630 -1.6578 -6.7583 -0.02 -0.29 0.32 0.392
H -0.7365 -2.9990 -6.1360 -0.07 0.20 0.04 0.331
H -0.5403 -2.9376 -7.8570 0.38 -0.05 -0.36 0.432
H -2.8179 -2.4438 -0.9318 0.31 0.19 -0.10 0.510
H 1.1121 -3.2102 -3.2661 -0.28 0.53 0.42 0.463
H 1.0331 -2.1350 0.9880 -0.20 0.33 -0.50 0.497
H -0.8813 5.8558 -4.7458 0.00 0.54 -0.53 0.445
H -3.4188 -0.2713 -2.4189 0.00 -0.01 0.26 0.505
H 2.9137 -0.6059 -0.2918 -0.42 -0.60 -0.17 0.709
H -1.1634 1.0679 1.0673 -0.29 -0.32 -0.28 0.581
H -0.0358 0.1842 -8.2945 0.12 -0.63 0.30 0.301
H -1.5379 -1.7374 -7.1183 0.25 0.14 0.32 0.368
H -0.8405 1.6996 -4.6337 0.79 -0.51 0.02 0.470
H -0.8439 5.0389 -3.2004 0.07 0.24 -0.39 0.228
H 3.0024 -1.3400 -2.8149 -0.60 0.23 0.10 0.542
H -2.4778 3.6890 -4.3718 0.35 -0.14 0.11 0.361
H 1.7351 0.0815 -8.1446 -0.19 -0.70 0.20 0.320
H 1.3725 4.6815 -3.3933 -0.37 -0.41 -0.79 0.165
H -0.1688 1.1242 -6.2586 0.20 0.33 0.63 0.207
H -2.6806 1.9179 -1.0106 0.56 -0.67 -0.03 0.479
H 1.6305 0.9659 -5.9565 -0.41 0.22 0.34 0.270
H -1.3548 -1.6091 1.2035 0.00 0.19 -0.29 0.564
H -0.2520 -3.6069 -0.9369 0.40 0.18 -0.01 0.445
H -1.4166 3.6899 -5.8208 -0.29 -0.29 0.02 0.310
H 1.8614 -2.9814 -5.8822 0.27 0.27 -0.25 0.195
H 1.4993 4.8791 -5.1755 -0.53 0.63 0.31 0.307
```
Positions in Å, forces in eV/Å.

Calculated values
Relative energy (zero: lowest compared OMol25 entry of this formula, charge and spin) in eV: 3.786
Molecular weight in g mol⁻¹: 496.35
Charge: 0
E_tot in eV: -40953.0603
LUMO energy in eV: 0.16
F_max in Eh/bohr: 0.07717

# 2
ORCA calculation (wB97M-V/def2-TZVPD) on an isolated molecule of C21H28N2O3S at a distorted geometry.

Geometry as XYZ:
```
55
Properties=species:S:1:pos:R:3:forces:R:3:mulliken_charge:R:1
S 0.1808 -2.3693 -2.0653 -0.59 0.02 1.48 0.510
O -2.1667 0.0931 -3.5118 -0.30 -0.12 -0.07 -0.694
O 1.3309 -2.0127 2.4921 0.06 0.22 0.32 -0.406
O -0.1151 -3.2457 -3.1917 -0.14 -0.65 -1.13 -0.683
N -0.3044 -1.5692 1.0798 -0.08 0.61 0.74 -0.315
N -0.2633 0.7609 -2.5152 0.22 0.19 -0.18 0.274
C 1.7560 1.9847 0.4482 -0.28 -0.06 -0.15 -1.731
C 0.0490 0.0174 2.9101 0.15 0.37 0.55 -0.040
C -2.3582 2.9435 2.7309 0.02 0.03 0.00 -1.785
C -1.3009 -0.0933 -2.6769 0.00 -0.14 -0.03 0.703
C -0.2275 4.4293 -3.4878 -0.12 -0.24 0.17 -1.780
C 0.7337 3.2445 -1.4779 -0.52 -0.20 0.11 -1.550
C 0.6488 1.9958 -0.6001 0.43 -0.03 -0.09 1.691
C -0.9958 0.8491 2.5070 0.16 -0.12 0.10 -0.118
C 0.3242 -1.1830 2.1531 -0.46 -0.46 -0.96 0.306
C -0.1703 1.9213 -3.3775 -0.39 0.25 -0.12 -1.546
C 0.7372 0.7353 -1.4756 -0.04 0.25 0.46 -0.449
C -0.4653 2.3685 4.2720 0.04 -0.06 -0.02 -0.555
C -1.3270 -1.3172 -1.7918 0.43 -0.22 -0.10 -0.223
C -0.1130 -3.4388 -0.5397 0.15 0.51 -0.53 -0.927
C 0.5639 1.5414 4.6857 0.00 0.12 0.07 -0.687
C 1.3301 -2.9933 1.5525 -0.53 -0.32 -1.01 0.342
C -1.2579 2.0306 3.1776 0.04 -0.05 0.02 1.150
C -0.3317 3.2136 -2.5741 0.36 0.08 -0.17 1.088
C 0.8301 0.3658 4.0095 -0.09 -0.16 -0.21 -0.693
C 2.3287 -4.0847 1.6450 -0.11 0.22 0.28 -1.512
C 0.3115 -2.7250 0.6760 0.91 -0.30 0.81 0.561
H 2.7328 2.0197 -0.0296 0.16 0.01 -0.05 0.462
H 0.7438 4.4552 -3.9775 0.13 0.04 -0.08 0.344
H -1.5938 0.5495 1.6604 -0.10 0.00 -0.11 0.307
H -1.1738 -3.6795 -0.5270 -0.07 -0.07 -0.07 0.332
H 1.6637 2.8444 1.1073 0.04 0.10 0.11 0.384
H -1.3484 -1.0655 -0.7332 -0.06 0.03 -0.02 0.086
H -2.1911 -1.9179 -2.0721 0.10 -0.08 0.00 0.528
H 1.7282 0.6940 -1.9459 0.03 -0.05 0.07 -0.044
H 2.3962 -4.6079 0.6958 0.03 -0.03 -0.04 0.368
H 1.1647 1.8167 5.5397 0.05 0.02 0.07 0.417
H 2.0470 -4.7970 2.4210 0.05 -0.08 0.01 0.304
H 1.7228 3.2937 -1.9407 0.13 0.03 -0.04 0.282
H -1.9379 3.8527 2.3013 -0.04 0.08 -0.05 0.314
H -0.6612 3.2886 4.8034 -0.02 0.10 0.06 0.459
H -2.9825 3.2331 3.5740 -0.08 0.04 0.01 0.508
H -2.9812 2.4643 1.9805 -0.08 0.01 -0.06 0.351
H 0.8077 1.9142 -3.8731 0.02 0.03 -0.01 0.255
H -0.9536 1.8333 -4.1318 0.16 0.02 0.04 0.573
H -1.3218 3.2025 -2.1060 -0.01 -0.06 0.00 0.261
H 0.4697 -4.3436 -0.6966 0.00 0.02 -0.17 0.420
H 0.6213 -0.1419 -0.8442 0.06 0.07 -0.02 -0.159
H 0.6101 4.1370 -0.8609 0.07 0.08 0.03 0.466
H -0.9976 4.3959 -4.2542 -0.07 0.06 -0.13 0.439
H -0.3483 5.3468 -2.9166 0.01 0.13 0.02 0.416
H 1.6355 -0.2814 4.3208 0.08 -0.04 0.04 0.477
H 3.3034 -3.6743 1.9014 0.10 -0.05 -0.05 0.352
H -0.3201 1.9878 -0.0905 -0.06 -0.03 -0.03 -0.055
H 1.7002 1.0856 1.0562 0.07 -0.09 0.11 0.218
```
Positions in Å, forces in eV/Å.

Calculated values
Relative energy (zero: lowest compared OMol25 entry of this formula, charge and spin) in eV: 1.330
Molecular weight in g mol⁻¹: 388.53
Charge: 0
E_tot in eV: -42190.0202
LUMO energy in eV: 0.18
F_max in Eh/bohr: 0.03097

# 3
ORCA calculation (wB97M-V/def2-TZVPD) on an isolated molecule of C21H28N4OS at a distorted geometry.

Geometry as XYZ:
```
55
Properties=species:S:1:pos:R:3:forces:R:3:mulliken_charge:R:1
S 4.6531 1.7541 -0.5348 -0.19 0.07 -0.03 -0.213
O 0.1774 2.8706 0.2573 0.18 0.12 0.10 -0.719
N -4.7004 0.2980 -0.3208 0.14 -0.09 -0.04 0.454
N 0.5587 -0.6494 -0.2292 -0.64 0.18 -0.05 -0.787
N 1.6851 -1.3486 -0.1710 0.15 0.50 0.04 0.532
N -1.3550 1.3085 -0.3432 -0.22 -0.20 -0.04 -0.114
C -5.9808 0.9544 -0.5124 -0.16 0.10 0.10 -1.002
C 4.6231 -2.1689 0.5205 -0.01 0.04 0.02 -0.391
C 2.2640 0.7414 0.1886 -0.21 -0.50 -0.09 0.704
C -2.4953 2.1890 -0.3585 -0.17 0.40 0.20 -1.058
C 1.6355 -2.7553 -0.4482 -0.08 -0.52 -0.05 -1.015
C 4.1595 -0.9042 0.1633 0.43 -0.16 0.00 0.149
C 5.1067 0.0953 -0.1271 -0.18 0.17 0.02 0.260
C 3.1064 1.9289 0.4296 0.61 0.05 0.00 -0.641
C -5.9461 -3.3213 -0.1233 0.07 0.28 0.17 -1.751
C 6.4605 -0.2129 -0.1383 -0.06 -0.01 0.00 -0.601
C 6.8947 -1.4871 0.1727 0.00 -0.04 -0.02 -0.487
C 0.8790 0.6257 -0.0115 0.91 -0.57 0.12 0.332
C -4.0323 0.6227 0.9274 0.00 0.29 0.05 -0.946
C -7.1195 0.3374 0.3095 0.09 -0.03 -0.23 -0.593
C -7.2291 -1.1544 0.0065 0.18 0.12 0.36 -0.945
C 5.9741 -2.4606 0.5254 0.04 -0.09 -0.01 -0.761
C -3.3870 2.0122 0.8734 0.08 -0.21 -0.23 -0.859
C -0.1158 1.7160 -0.0064 -0.43 -0.18 -0.18 0.016
C 2.7571 -0.5542 0.0832 -0.47 0.86 0.07 0.175
C -4.8129 -1.1201 -0.5974 -0.09 -0.15 0.24 -1.466
C -5.8824 -1.8419 0.2388 -0.05 -0.10 -0.35 1.079
H -2.7904 2.1564 1.7756 -0.02 0.08 0.05 0.432
H 0.6977 -2.9526 -0.9656 0.11 0.03 0.03 0.338
H -7.9987 -1.6122 0.6328 -0.04 -0.06 -0.07 0.385
H 3.9197 -2.9294 0.8195 -0.07 -0.09 0.01 0.438
H -7.5226 -1.2905 -1.0380 -0.04 -0.06 -0.09 0.288
H 6.3071 -3.4492 0.8036 0.03 -0.07 0.03 0.378
H 2.6138 2.8392 0.0930 0.07 -0.05 0.05 0.398
H -4.7031 0.5822 1.8003 0.09 -0.10 0.00 0.290
H -5.8734 2.0130 -0.2724 -0.02 0.03 -0.09 0.324
H -6.1932 -3.4440 -1.1760 -0.03 -0.05 -0.14 0.348
H -3.2468 -0.1204 1.0859 -0.03 -0.04 0.06 0.668
H 7.9500 -1.7135 0.1608 0.09 -0.02 0.00 0.383
H 7.1663 0.5643 -0.3878 0.12 0.07 0.02 0.405
H -4.1560 2.7850 0.8542 -0.04 0.07 0.06 0.367
H -3.8360 -1.5855 -0.4407 0.01 -0.03 -0.05 0.480
H 2.4735 -3.0450 -1.0821 -0.04 0.02 0.04 0.417
H -4.9892 -3.8043 0.0629 0.09 -0.13 -0.01 0.424
H 3.3809 2.0320 1.4828 -0.12 0.07 -0.04 0.308
H -5.0678 -1.2239 -1.6583 0.00 -0.12 -0.04 0.364
H -6.9255 0.4815 1.3747 -0.05 0.03 0.05 0.297
H -2.1025 3.2082 -0.3836 -0.10 -0.11 -0.08 0.460
H -1.4955 0.3256 -0.5141 0.12 -0.01 -0.04 0.321
H -6.7072 -3.8261 0.4680 -0.07 -0.11 0.02 0.411
H 1.6549 -3.3411 0.4741 0.03 0.02 -0.06 0.286
H -8.0559 0.8441 0.0705 -0.02 0.07 0.06 0.392
H -5.6170 -1.7492 1.2983 0.00 0.04 0.01 0.201
H -6.2274 0.8740 -1.5767 -0.06 0.09 0.00 0.458
H -3.0844 1.9932 -1.2575 0.10 0.09 0.05 0.389
```
Positions in Å, forces in eV/Å.

Calculated values
Relative energy (zero: lowest compared OMol25 entry of this formula, charge and spin) in eV: 0.224
SMILES string: C[C@@H]1CCCN(CCCNC(=O)c2nn(C)c3c2CSc2ccccc2-3)C1
Molecular weight in g mol⁻¹: 384.55
Charge: 0
E_tot in eV: -41075.6625
LUMO energy in eV: 0.64
F_max in Eh/bohr: 0.02101

# 4
ORCA calculation (wB97M-V/def2-TZVPD) on an isolated molecule of C21H28N6O4S.

Geometry as XYZ:
```
60
Properties=species:S:1:pos:R:3:forces:R:3:mulliken_charge:R:1
S -2.3033 1.6782 -3.2656 -0.20 -0.19 -0.29 -0.285
O -1.5621 -5.1505 0.0176 -0.09 -0.31 0.07 -0.656
O 2.0703 0.8088 -0.1311 -0.15 -0.02 0.08 -0.208
O 0.5629 1.2151 -3.3973 0.07 0.06 -0.21 -0.672
O 0.5120 -3.2089 -3.5000 0.06 0.00 -0.18 -0.706
N -0.6227 -0.6343 0.3093 -0.03 -0.37 0.17 0.640
N -0.5561 -4.1327 -1.7250 0.11 -0.33 -0.34 -0.047
N -1.0504 -2.9375 0.2084 -0.11 0.13 0.10 0.066
N -1.7785 3.7952 -1.6800 -0.06 -0.12 -0.16 -0.094
N -1.1010 1.8443 -0.8367 -0.12 0.08 -0.42 -0.275
N 0.6269 -0.6946 -2.1980 0.15 -0.55 0.40 0.836
C -0.7838 2.8458 0.0529 -0.16 0.83 -0.06 0.180
C 0.1568 -5.3119 2.8415 0.11 0.11 -0.11 -1.381
C 0.0288 3.9730 1.9673 0.02 -0.05 0.07 -0.927
C 2.5712 -0.3755 -0.6954 -0.01 -0.20 -0.23 -0.655
C -0.0061 0.2622 -2.9047 -0.21 0.00 -0.16 0.421
C -1.2077 4.0884 -0.4642 0.29 -0.35 0.59 0.687
C 2.4885 1.9901 -0.7815 0.00 0.14 -0.09 -0.629
C 0.0392 -3.0539 -2.3915 -0.20 0.05 0.39 0.309
C -0.3950 5.2082 1.4581 -0.04 0.03 -0.10 1.014
C -1.6753 2.4462 -1.8435 -0.10 -0.27 0.04 -0.068
C -1.4959 -2.9567 1.5942 -0.03 -0.03 0.51 -1.680
C -0.1524 2.7865 1.2892 -0.09 0.10 -0.10 -0.466
C 2.0763 -0.6665 -2.1198 0.36 0.35 0.27 -0.964
C -1.0841 -4.1507 -0.4698 -0.01 0.07 -0.19 0.450
C -1.0215 5.2737 0.2249 0.01 0.03 0.01 -1.313
C -0.1567 6.4514 2.2616 0.02 -0.02 0.02 -1.475
C -1.5102 0.0638 -3.0549 -0.16 0.57 0.10 -0.246
C -0.3360 -2.8208 2.5863 0.11 -0.10 -0.21 -0.252
C -0.5602 -1.7873 -0.3705 0.32 0.06 -0.39 -0.085
C -0.0044 -1.8399 -1.6370 0.04 0.29 -0.16 -0.238
C 0.7014 -3.9388 2.4661 -0.19 0.00 0.15 -0.399
H 2.1983 2.8128 -0.1305 0.07 0.05 -0.05 0.149
H 2.0004 2.1136 -1.7526 0.04 -0.01 0.02 0.238
H 0.9650 -6.0387 2.8628 0.03 -0.13 0.03 0.390
H 0.1696 -1.8638 2.4406 -0.06 0.04 0.09 0.189
H 2.4683 -1.6339 -2.4451 -0.01 0.05 -0.01 0.434
H 2.2451 -1.1701 -0.0186 0.10 -0.03 -0.06 0.177
H -0.5369 7.3289 1.7455 -0.01 0.10 0.01 0.345
H -0.4844 0.2544 -0.1855 -0.08 -0.22 -0.06 -0.426
H -1.9623 -0.4396 -2.2041 0.07 -0.05 -0.11 0.231
H -0.7588 -2.8288 3.5929 -0.02 0.07 0.05 0.529
H -1.1395 -0.5822 1.1677 -0.02 -0.06 0.01 0.458
H 2.4192 0.1063 -2.8097 0.03 -0.15 0.05 0.543
H 0.5199 3.9597 2.9296 0.06 -0.01 0.11 0.399
H 1.5382 -3.6925 3.1239 0.05 0.03 -0.10 0.504
H 3.5762 1.9972 -0.9180 0.03 0.01 0.02 0.384
H 0.2027 1.8489 1.6844 0.09 -0.14 0.06 0.410
H -2.2397 -2.1699 1.7559 0.00 -0.09 -0.06 0.356
H -1.7089 -0.4978 -3.9684 -0.04 -0.02 0.03 0.425
H 3.6725 -0.3569 -0.7160 -0.08 -0.04 0.03 0.467
H 0.9090 6.5883 2.4409 0.05 0.08 0.04 0.328
H -1.3503 6.2163 -0.1866 -0.02 0.15 0.00 0.309
H -1.9902 -3.9195 1.7342 -0.02 0.24 -0.04 0.667
H -0.5791 -5.6514 2.1181 -0.08 -0.08 0.00 0.327
H -0.5742 -5.0144 -2.2247 0.00 0.15 0.12 0.273
H -0.6490 6.3771 3.2305 -0.02 0.07 0.07 0.338
H 1.0877 -3.9688 1.4443 0.12 0.05 -0.02 0.129
H -0.3038 -5.2837 3.8268 -0.05 -0.04 0.14 0.312
H -2.1655 4.4382 -2.3491 0.06 -0.02 0.02 0.231
```
Positions in Å, forces in eV/Å.

Calculated values
Relative energy (zero: lowest compared OMol25 entry of this formula, charge and spin) in eV: 0.006
SMILES string: CCCCn1c(N)c(N(CCOC)C(=O)CSc2nc3ccc(C)cc3[nH]2)c(=O)[nH]c1=O
Molecular weight in g mol⁻¹: 460.56
Charge: 0
E_tot in eV: -50200.1842
LUMO energy in eV: 0.47
F_max in Eh/bohr: 0.01648

Which of these has the lowest relative energy (zero: lowest compared OMol25 entry of this formula, charge and spin)? C21H28N6O4S

Which formula does entry 1 have? C21H28F5O2Y

Which of these has the lowest LUMO energy? C21H28F5O2Y